Below is a molecular structure, C17H27As2Cl24F12NO2 at a distorted geometry, with properties calculated with ωB97M-V/def2-TZVPD.

The HOMO energy comes out at -0.2 eV. Its net charge is -2. Its orbital gap is 2.1918 eV.

CARTESIAN COORDINATES (ANGSTROEM)
C1 12.510 14.926 15.408
C2 11.443 15.485 14.378
N1 12.007 15.402 12.900
C3 12.997 16.615 12.624
C4 12.931 14.127 12.578
C5 12.257 12.748 12.655
C6 10.878 15.426 11.842
C7 10.134 16.749 11.711
O1 9.631 17.177 12.957
C8 9.266 18.550 13.049
H1 12.478 15.351 16.411
H2 12.470 13.845 15.543
H3 13.540 15.200 15.179
H4 11.267 16.555 14.489
H5 10.450 15.043 14.453
H6 13.856 16.498 13.284
H7 12.537 17.574 12.861
H8 13.411 16.614 11.616
H9 13.758 14.165 13.288
H10 13.375 14.227 11.587
H11 12.978 11.948 12.486
H12 11.555 12.598 11.835
H13 11.647 12.574 13.541
H14 10.208 14.603 12.091
H15 11.215 15.168 10.837
H16 9.377 16.754 10.926
H17 10.849 17.512 11.405
H18 8.911 19.125 12.194
H19 9.995 19.170 13.571
H20 8.383 18.436 13.678
As1 17.333 14.994 11.010
F1 17.757 13.343 11.618
F2 15.955 15.076 12.129
F3 16.913 16.599 10.276
F4 18.745 14.921 9.915
F5 16.273 14.184 9.779
F6 18.332 15.731 12.325
As2 13.145 16.378 8.013
F7 14.186 15.740 6.630
F8 13.172 14.736 8.791
F9 12.173 16.984 9.352
F10 13.220 17.941 7.136
F11 11.567 15.973 7.133
F12 14.643 16.809 8.944
C9 16.436 19.336 13.109
C10 15.136 19.488 12.272
C11 14.585 20.910 12.483
O2 15.260 19.029 10.963
H21 16.766 18.302 13.008
H22 16.315 19.504 14.179
H23 17.237 20.013 12.811
H24 14.449 18.817 12.786
H25 15.372 21.608 12.199
H26 14.474 21.171 13.536
H27 13.634 21.083 11.980
C12 7.199 12.283 10.369
Cl1 6.248 13.734 10.686
Cl2 6.618 11.080 11.545
Cl3 7.102 11.642 8.690
Cl4 8.910 12.598 10.657
C13 16.340 9.091 12.139
Cl5 15.495 8.057 13.344
Cl6 15.436 10.602 12.030
Cl7 18.006 9.452 12.735
Cl8 16.421 8.294 10.520
C14 8.746 18.743 17.316
Cl9 8.942 20.201 18.298
Cl10 10.336 18.254 16.662
Cl11 8.049 17.512 18.415
Cl12 7.698 19.231 15.968
C15 11.462 22.834 15.364
Cl13 13.089 23.426 15.107
Cl14 11.080 21.456 14.380
Cl15 11.258 22.416 17.080
Cl16 10.308 24.170 14.945
C16 10.703 13.422 18.801
Cl17 9.721 14.907 18.981
Cl18 9.961 12.182 19.891
Cl19 10.429 12.888 17.090
Cl20 12.472 13.757 19.115
C17 9.041 18.998 7.984
Cl21 7.875 20.179 7.419
Cl22 8.249 17.453 8.251
Cl23 10.417 18.829 6.818
Cl24 9.710 19.686 9.514